1.
17
Properties=species:S:1:pos:R:3 method="wB97M-V/def2-TZVPD" charge=0 mol_weight_g_mol=89.1 e_tot_ev=-7756.204 homo_lumo_gap_ev=9.8 homo_energy_ev=-8.80 fmax_ev_per_a=3.96 relative_energy_kcal_mol=89.5
N -2.727 -0.230 -0.779
N -0.502 -0.199 0.035
N 1.957 -0.879 -0.839
C 1.817 -0.314 0.755
C 0.510 0.506 0.765
C -1.682 0.629 -0.228
H -1.393 1.455 -0.880
H 1.679 -0.938 1.649
H -2.026 1.043 0.734
H 2.959 -0.770 -0.800
H -0.111 -0.434 -0.874
H 2.704 0.254 0.965
H -3.310 0.250 -1.430
H 0.168 0.578 1.789
H 1.570 -1.409 0.009
H -2.320 -1.030 -1.229
H 0.707 1.486 0.360

2.
17
Properties=species:S:1:pos:R:3 method="wB97M-V/def2-TZVPD" charge=0 smiles="[H]/N=C/N.CNC" mol_weight_g_mol=89.1 e_tot_ev=-7757.481 homo_lumo_gap_ev=9.6 homo_energy_ev=-8.74 fmax_ev_per_a=3.40 relative_energy_kcal_mol=60.0
N 0.069 -1.724 -3.634
N 0.614 1.037 2.212
N -1.566 -0.097 -3.223
C -0.748 -0.675 -4.045
C -0.620 1.221 2.900
C 1.429 -0.220 2.498
H -1.289 1.887 2.224
H -0.738 -0.501 -5.123
H 1.087 -1.146 1.969
H 2.429 -0.116 2.251
H 0.310 1.089 1.205
H -0.084 -1.778 -2.584
H 1.080 -1.546 -3.761
H 1.375 -0.580 3.562
H -1.613 0.876 -3.438
H -1.201 0.289 3.216
H -0.533 1.985 3.771

3.
17
Properties=species:S:1:pos:R:3 method="wB97M-V/def2-TZVPD" charge=0 mol_weight_g_mol=89.1 e_tot_ev=-7756.514 homo_lumo_gap_ev=6.8 homo_energy_ev=-5.79 fmax_ev_per_a=1.49 relative_energy_kcal_mol=82.3
N -1.315 -0.100 -1.686
N 0.372 0.894 -0.496
N 1.507 0.934 1.668
C -0.475 -0.170 -0.522
C 1.286 1.359 0.347
C -1.043 -0.775 0.735
H 0.796 0.310 2.021
H -1.697 -1.603 0.461
H 0.793 -1.770 -1.153
H -1.625 -0.052 1.324
H 1.910 2.169 0.005
H 1.650 1.704 2.309
H -2.248 0.253 -1.474
H 0.391 1.332 -1.411
H -0.264 -1.191 1.374
H 1.373 -2.284 -1.377
H -1.411 -1.008 -2.126

4.
17
Properties=species:S:1:pos:R:3 method="wB97M-V/def2-TZVPD" charge=0 mol_weight_g_mol=89.1 e_tot_ev=-7754.900 homo_lumo_gap_ev="8.0 / 8.0" homo_energy_ev="-6.98 / -6.98" fmax_ev_per_a=1.68 relative_energy_kcal_mol=119.5
N -1.230 -1.198 1.063
N -0.412 -0.039 1.117
N 1.031 1.194 -0.132
C -0.406 0.808 -0.032
C -0.868 0.259 -1.381
C 1.531 -0.748 0.658
H -1.930 -1.134 1.796
H -0.326 -0.650 -1.652
H -0.952 1.746 0.175
H 1.295 1.691 0.714
H 1.413 1.445 -1.050
H -1.716 -1.382 0.186
H 1.009 -1.548 0.144
H -1.937 0.029 -1.362
H 1.704 -0.896 1.718
H -0.712 1.000 -2.169
H 2.506 -0.576 0.207

5.
17
Properties=species:S:1:pos:R:3 method="wB97M-V/def2-TZVPD" charge=0 mol_weight_g_mol=89.1 e_tot_ev=-7755.323 homo_lumo_gap_ev=9.2 homo_energy_ev=-8.09 fmax_ev_per_a=3.79 relative_energy_kcal_mol=109.8
N -1.730 -0.190 0.557
N -1.991 0.297 1.810
N 0.050 -0.595 0.412
C 1.118 1.254 -1.059
C 0.776 0.575 0.294
C 0.210 -1.602 -0.618
H -1.575 -0.356 2.554
H 2.157 1.577 -1.072
H 1.705 0.437 0.866
H -2.133 -1.180 0.431
H -0.680 -2.317 -0.204
H -1.653 1.263 1.824
H 1.031 0.577 -1.857
H 0.015 1.133 0.889
H 0.085 -1.407 -1.687
H 1.252 -1.991 -0.457
H 0.643 2.122 -1.338

6.
18
Properties=species:S:1:pos:R:3 method="wB97M-V/def2-TZVPD" charge=0 mol_weight_g_mol=105.1 e_tot_ev=-9806.761 homo_lumo_gap_ev=8.9 homo_energy_ev=-8.36 fmax_ev_per_a=4.53 relative_energy_kcal_mol=28.6
O -1.147 -0.914 2.112
N -0.814 2.318 -1.316
N 0.241 0.705 -0.134
N -1.751 0.152 -1.317
C 2.232 -0.654 0.285
C 0.905 -0.641 -0.401
C -0.806 1.093 -0.883
H -1.313 -0.047 2.486
H -1.752 2.621 -1.576
H 2.696 -1.642 0.171
H 0.910 -0.823 -1.477
H 2.259 -0.406 1.351
H 0.249 -1.386 0.075
H -1.904 -0.591 -0.646
H 0.963 1.187 0.352
H -2.585 0.592 -1.663
H -1.329 -1.602 2.760
H 2.945 0.040 -0.179

7.
18
Properties=species:S:1:pos:R:3 method="wB97M-V/def2-TZVPD" charge=0 smiles="N/C=C/N.NCO" mol_weight_g_mol=105.1 e_tot_ev=-9805.725 homo_lumo_gap_ev=9.6 homo_energy_ev=-8.62 fmax_ev_per_a=3.00 relative_energy_kcal_mol=52.5
O -0.905 -2.209 -2.528
N 0.497 0.905 2.858
N 0.410 2.016 -0.790
N 0.367 -1.600 -0.665
C -0.949 -1.764 -1.162
C 0.266 1.895 0.644
C 0.592 0.827 1.444
H 1.354 0.673 3.286
H -1.468 -0.760 -1.080
H 0.867 -0.165 1.091
H -1.554 -2.410 -0.534
H -0.258 0.227 3.186
H 0.928 -2.434 -0.770
H -0.277 2.688 -1.166
H -0.190 2.754 1.185
H 1.325 2.357 -1.036
H -1.818 -2.225 -2.852
H 0.813 -0.774 -1.111

8.
18
Properties=species:S:1:pos:R:3 method="wB97M-V/def2-TZVPD" charge=0 mol_weight_g_mol=105.1 e_tot_ev=-9801.863 homo_lumo_gap_ev="6.8 / 8.7" homo_energy_ev="-7.60 / -8.52" fmax_ev_per_a=0.59 relative_energy_kcal_mol=141.6
O 1.220 1.261 0.320
N -0.470 -0.267 0.308
N -1.072 -1.257 -0.463
N -0.368 1.636 -1.015
C 1.656 -0.788 -0.906
C -1.165 0.106 1.521
C 1.019 -0.067 0.281
H -2.044 -1.366 -0.195
H 1.480 -1.865 -0.892
H -1.344 -0.768 2.162
H -0.972 2.118 -0.345
H 1.282 -0.367 -1.841
H 0.383 2.305 -1.182
H -1.022 -0.954 -1.435
H 1.375 -0.527 1.225
H -0.558 0.837 2.052
H 2.728 -0.596 -0.863
H -2.129 0.559 1.268

9.
18
Properties=species:S:1:pos:R:3 method="wB97M-V/def2-TZVPD" charge=0 mol_weight_g_mol=105.1 e_tot_ev=-9805.672 homo_lumo_gap_ev=9.5 homo_energy_ev=-8.72 fmax_ev_per_a=5.07 relative_energy_kcal_mol=53.7
O 1.035 2.624 -0.278
N 0.782 -0.009 0.261
N -1.199 0.866 -0.351
N -0.269 -0.926 -1.751
C 0.557 -1.380 1.021
C -0.779 -1.480 1.802
C -0.305 -0.010 -0.643
H 0.425 -1.635 -1.879
H -1.702 1.158 -1.174
H 1.320 -1.395 1.841
H 1.084 2.716 -1.297
H 0.729 0.891 0.893
H -0.995 -2.327 2.366
H -1.163 -0.980 -2.307
H -1.064 -0.586 2.328
H 0.642 -2.211 0.346
H 1.965 2.709 -0.006
H -1.557 -1.627 0.925

10.
19
Properties=species:S:1:pos:R:3 method="wB97M-V/def2-TZVPD" charge=0 smiles="NCNC(=O)CN.O" mol_weight_g_mol=121.1 e_tot_ev=-11853.532 homo_lumo_gap_ev=9.9 homo_energy_ev=-9.29 fmax_ev_per_a=4.12 relative_energy_kcal_mol=50.8
O -0.374 1.874 -0.275
O -0.244 -2.678 0.165
N -0.076 0.885 2.499
N -1.551 0.004 -2.177
N 0.950 0.058 0.304
C 0.083 0.794 -0.498
C -0.126 0.238 -1.862
C 1.127 0.486 1.789
H 1.537 -0.686 -0.137
H 0.303 0.975 -2.599
H 1.879 1.361 1.927
H -0.484 0.016 2.851
H 1.648 -0.260 2.313
H 0.668 -0.419 -1.987
H -1.994 -0.742 -1.783
H -0.320 -2.596 -0.774
H -2.064 0.896 -2.100
H -0.209 -1.770 0.421
H -0.754 1.564 1.923